Entry 1:
The following is a DFT calculation (ωB97M-V with the def2-TZVPD basis set) of a molecular structure, C47H43BiClN7O2STe.

Computed properties:
Energy in hartree: -3691.3800
Gap between HOMO and LUMO (spin up / spin down) in eV: 7.3 / 5.1
HOMO level (spin up / spin down) in eV: -9.716 / -9.708
LUMO level (spin up / spin down) in eV: -2.390 / -4.625

Structure (ORCA input):
```
! RIJCOSX wB97M-V def2-TZVPD def2/J DEFGRID3
* xyz 1 2
Bi -0.1868 0.4048 0.4238
C 2.9050 -4.1192 -2.0022
C 2.0745 -3.2617 -1.0798
N 0.8300 -3.0110 -1.2287
N 0.1885 -3.5861 -2.2815
C -1.1912 -3.6827 -2.2711
N -1.6379 -4.3495 -3.3672
S -2.1672 -3.1294 -1.0715
C 2.6932 -2.6969 0.1519
C 3.4457 -3.5268 0.9769
C 3.9723 -3.0129 2.1478
C 3.7434 -1.6781 2.4507
C 2.9811 -0.9359 1.5675
N 2.4598 -1.4227 0.4406
H 2.9639 -3.6698 -2.9993
H 2.4773 -5.1201 -2.1119
H 3.9226 -4.2248 -1.6369
H 0.7034 -4.1925 -2.9034
H -1.0955 -4.3850 -4.2137
H -2.6379 -4.4197 -3.4538
H 3.5892 -4.5672 0.7150
H 4.5433 -3.6432 2.8166
H 4.1344 -1.2254 3.3510
H 2.7771 0.1115 1.7742
Cl -6.6818 -2.8008 2.0294
C -5.0266 -2.2902 1.8657
C -4.0154 -2.9825 2.5192
C -2.7088 -2.5660 2.3784
C -2.3790 -1.4660 1.5848
O -1.0725 -1.1531 1.4824
C -3.3978 -0.7684 0.9413
C -3.1963 0.4379 0.0697
N -2.1644 1.3372 0.4245
C -2.3094 2.6677 0.0374
C -3.4223 3.2255 -0.5549
C -3.5275 4.6210 -0.7619
C -2.5333 5.4830 -0.4090
C -1.3398 4.9497 0.1345
C -0.2338 5.7399 0.5164
C 0.9057 5.1541 0.9928
C 0.9600 3.7522 1.0582
N -0.0595 2.9929 0.7313
C -1.2178 3.5596 0.3084
C -4.7191 -1.1944 1.0939
H -4.2564 -3.8443 3.1266
H -1.8997 -3.0958 2.8647
H -4.1467 0.9616 0.0489
H -4.2569 2.6073 -0.8528
H -4.4396 5.0060 -1.2006
H -2.6367 6.5522 -0.5418
H -0.3034 6.8180 0.4252
H 1.7601 5.7436 1.2961
H 1.8674 3.2468 1.3773
H -5.5179 -0.6562 0.5970
C 6.0536 2.0082 -6.7593
C 4.9500 1.6024 -5.8235
C 3.6188 1.8353 -6.1406
C 2.5796 1.4887 -5.2820
C 1.1673 1.7543 -5.7360
C 2.9181 0.9188 -4.0517
Te 1.4659 0.6017 -2.5383
N -0.8096 0.0097 -1.6627
C -2.0179 -0.0772 -2.0860
O -3.1226 -0.0130 -1.3641
C -2.3500 -0.2375 -3.5343
C -3.5926 0.1736 -4.0084
C -3.8865 0.0806 -5.3608
C -2.9492 -0.4361 -6.2435
C -1.7154 -0.8639 -5.7694
C -1.4181 -0.7634 -4.4204
C 0.7080 2.5686 -2.7536
C -0.5989 2.7595 -3.1910
C -1.0814 4.0401 -3.4071
C -0.2504 5.1282 -3.1850
C 1.0454 4.9275 -2.7371
C 1.5562 3.6507 -2.5039
C 2.9751 3.5206 -2.0121
C 4.2473 0.6078 -3.7209
C 4.6548 -0.0591 -2.4257
C 5.2422 0.9729 -4.6170
H 5.6685 2.2459 -7.7495
H 6.7955 1.2157 -6.8587
H 6.5698 2.8923 -6.3795
H 3.3718 2.2870 -7.0960
H 1.0728 1.5178 -6.7960
H 0.9010 2.8054 -5.6054
H 0.4273 1.1603 -5.2006
H -4.3259 0.5616 -3.3164
H -4.8532 0.4048 -5.7231
H -3.1821 -0.5143 -7.2977
H -0.9875 -1.2820 -6.4542
H -0.4702 -1.1241 -4.0396
H -1.2398 1.9136 -3.3960
H -2.0990 4.1800 -3.7479
H -0.6137 6.1346 -3.3513
H 1.6867 5.7812 -2.5487
H 3.2567 4.4077 -1.4451
H 3.6758 3.4154 -2.8444
H 3.1127 2.6546 -1.3596
H 3.9185 -0.7725 -2.0506
H 4.8159 0.6803 -1.6359
H 5.5920 -0.5985 -2.5591
H 6.2751 0.7487 -4.3695
*
```

---

Entry 2:
The following is a DFT calculation (ωB97M-V with the def2-TZVPD basis set) of a molecular structure, C23H14N5PtS.

Computed properties:
Relative energy (zero: lowest compared OMol25 entry of this formula, charge and spin) in eV: 0.000
Energy in hartree: -1676.0441
Gap between HOMO and LUMO in eV: 7.3
HOMO level in eV: -11.056
LUMO level in eV: -3.780

Structure (ORCA input):
```
! RIJCOSX wB97M-V def2-TZVPD def2/J DEFGRID3
* xyz 1 1
Pt -0.4200 0.1210 0.7549
C -2.9587 -3.0723 -0.5210
C -4.2012 -2.4534 -0.5815
C -4.3004 -1.0993 -0.3341
C -3.1605 -0.3732 -0.0089
N -1.9722 -1.0028 0.1056
C -1.8681 -2.3086 -0.1720
C -3.0708 1.0720 0.1835
C -4.1720 1.9172 0.1130
C -4.0107 3.2794 0.2947
C -2.7463 3.7826 0.5535
C -1.6434 2.9368 0.6226
C -1.7742 1.5668 0.4279
H -2.8361 -4.1231 -0.7381
H -5.0829 -3.0233 -0.8421
H -5.2523 -0.5959 -0.4128
H -0.8734 -2.7287 -0.1120
H -5.1597 1.5195 -0.0827
H -4.8640 3.9412 0.2421
H -2.6106 4.8454 0.7080
H -0.6882 3.3858 0.8491
S 5.2019 0.4332 5.7141
N 4.7487 1.4741 4.5724
C 3.7455 0.9119 3.9199
C 3.0281 1.5008 2.8047
C 3.3338 2.7380 2.2386
C 2.6079 3.1646 1.1499
C 1.5472 2.3905 0.6922
N 1.2080 1.2391 1.2674
C 1.9763 0.7618 2.2696
C 1.6763 -0.5875 2.7199
N 0.7292 -1.2550 2.0300
C 0.4012 -2.4771 2.4284
C 1.0056 -3.1051 3.5147
C 2.0009 -2.4475 4.1995
C 2.3553 -1.1612 3.7936
C 3.4070 -0.3748 4.4113
N 4.1603 -0.7602 5.4276
H 4.1497 3.3219 2.6433
H 2.8337 4.0979 0.6551
H 0.9377 2.7019 -0.1422
H -0.3736 -2.9773 1.8659
H 0.6948 -4.1009 3.7953
H 2.5136 -2.9027 5.0364
*
```

---

Entry 3:
The following is a DFT calculation (ωB97M-V with the def2-TZVPD basis set) of a molecular structure, H3S3 at a distorted geometry.

Computed properties:
Relative energy (zero: lowest compared OMol25 entry of this formula, charge and spin) in eV: 0.301
Energy in hartree: -1196.3939
Gap between HOMO and LUMO in eV: 6.7
HOMO level in eV: -3.225
LUMO level in eV: 3.494

Structure (ORCA input):
```
! RIJCOSX wB97M-V def2-TZVPD def2/J DEFGRID3
* xyz -1 1
S -1.4014 -1.6400 0.6729
H -1.3337 -2.4101 -0.4069
S 1.8706 0.9209 -0.1128
S -1.4219 0.2742 -0.2689
H 2.0161 2.2333 0.0122
H 0.2703 0.6218 0.1034
*
```